Formula: C38H44N4O4P2SZr
Source: the Open Molecules 2025 dataset
Level of theory: ωB97M-V/def2-TZVPD

```
94
Properties=species:S:1:pos:R:3:forces:R:3
Zr -2.4310 0.3265 0.2066 0.7 -0.4 -0.1
C -5.3029 0.5650 -1.1167 -0.1 0.0 0.0
C -4.4299 0.8333 -2.3220 0.0 0.0 0.0
N -3.0804 0.2355 -2.1108 0.1 -0.1 0.0
C -2.0654 0.9133 -2.9510 0.0 0.0 0.0
C -1.6400 2.1998 -2.2952 0.0 0.0 0.0
C -1.1753 3.2941 -2.9986 0.0 0.0 0.0
C -0.8149 4.4332 -2.2936 0.0 0.0 0.0
C -0.9357 4.4562 -0.9107 0.0 0.0 0.0
C -1.4009 3.3264 -0.2694 0.0 0.0 0.0
C -1.5197 3.2175 1.2267 0.0 0.0 0.0
N -2.5718 2.2456 1.5973 0.1 -0.1 0.0
C -3.9559 2.8059 1.6425 -0.1 0.0 0.0
C -4.7170 2.5172 0.3589 0.0 0.0 -0.1
N -4.6171 1.0645 0.0941 0.1 -0.1 0.2
N -1.7429 2.2237 -0.9568 -0.1 -0.1 0.0
H -5.4540 -0.5068 -0.9792 0.0 0.0 0.0
H -6.2848 1.0288 -1.2330 0.0 0.0 0.0
H -4.3001 1.9081 -2.4622 0.0 0.0 0.0
H -4.8861 0.4419 -3.2326 0.0 0.0 0.0
H -3.1012 -0.7431 -2.4049 0.0 0.0 0.0
H -2.4508 1.1064 -3.9548 0.0 0.0 0.0
H -1.2000 0.2539 -3.0545 0.0 0.0 0.0
H -1.1085 3.2607 -4.0774 0.0 0.0 0.0
H -0.4561 5.3072 -2.8210 0.0 0.0 0.0
H -0.6771 5.3393 -0.3427 0.0 0.0 0.0
H -1.7077 4.1970 1.6707 0.0 0.0 0.0
H -0.5669 2.8558 1.6295 0.0 0.0 0.0
H -2.3610 1.8811 2.5250 0.0 0.0 0.0
H -3.9231 3.8801 1.8304 0.0 0.0 0.0
H -4.4653 2.3314 2.4808 0.0 0.0 0.0
H -4.2931 3.0673 -0.4824 0.0 0.0 0.0
H -5.7621 2.8179 0.4587 0.0 0.0 0.1
H -4.9808 0.5746 0.9174 -0.1 0.0 0.0
C 0.6056 -2.6865 1.7345 0.0 -0.1 0.0
C 2.1008 -2.6744 2.0698 0.0 0.0 0.0
P 3.1591 -1.4689 1.1471 0.1 0.0 0.0
C 3.0511 0.0367 2.1899 -0.1 0.0 0.0
C 4.0246 1.0240 2.0228 0.0 0.0 0.0
C 3.9204 2.2476 2.6661 0.0 0.0 0.0
C 2.8304 2.5165 3.4868 0.0 0.0 0.0
C 1.8637 1.5379 3.6753 0.0 0.0 0.0
C 1.9766 0.3065 3.0367 0.0 0.0 0.0
C 4.8149 -2.0831 1.6000 0.0 0.0 0.0
C 5.6440 -2.5556 0.5864 0.0 0.0 0.0
C 6.8992 -3.0699 0.8862 0.0 0.0 0.0
C 7.3322 -3.1089 2.2019 0.0 0.0 0.0
C 6.5132 -2.6345 3.2201 0.0 0.0 0.0
C 5.2612 -2.1240 2.9215 0.0 0.0 0.0
C 0.2590 -2.8655 0.2458 0.0 0.0 0.0
P -0.5012 -1.5181 -0.7572 -0.1 0.3 0.0
C -0.9251 -2.4280 -2.2643 0.0 0.0 0.0
C -2.2386 -2.8985 -2.3681 0.0 0.0 0.0
C -2.6174 -3.6984 -3.4372 0.0 0.0 0.0
C -1.6852 -4.0429 -4.4059 0.0 0.0 0.0
C -0.3695 -3.6152 -4.2876 0.0 0.0 0.0
C 0.0155 -2.8221 -3.2168 0.0 0.0 0.0
C 0.6750 -0.1761 -1.0872 0.0 -0.1 0.1
C 1.3615 0.1091 -2.2654 0.0 0.0 0.0
C 2.1599 1.2411 -2.3436 0.0 0.0 0.0
C 2.2928 2.0941 -1.2532 0.0 0.0 0.0
C 1.6047 1.8261 -0.0808 0.0 0.0 0.0
C 0.7874 0.7064 -0.0093 0.0 0.1 0.0
H 0.1048 -1.8190 2.1481 0.0 0.1 0.0
H 0.1654 -3.5374 2.2569 0.0 0.0 0.0
H 2.5278 -3.6558 1.8476 0.0 0.0 -0.1
H 2.2282 -2.5287 3.1462 0.0 0.0 0.0
H 4.8818 0.8271 1.3882 0.0 0.0 0.0
H 4.6980 2.9892 2.5369 0.0 0.0 0.0
H 2.7580 3.4655 4.0022 0.0 0.0 0.0
H 1.0408 1.7119 4.3600 0.0 0.0 0.0
H 1.2208 -0.4469 3.2278 0.0 0.0 0.0
H 5.3067 -2.5186 -0.4429 0.0 0.0 0.0
H 7.5374 -3.4351 0.0927 0.0 0.0 0.0
H 8.3104 -3.5063 2.4379 0.0 0.0 0.0
H 6.8539 -2.6629 4.2467 0.0 0.0 0.0
H 4.6311 -1.7465 3.7193 0.0 0.0 0.0
H -0.4960 -3.6495 0.1368 0.0 0.0 0.0
H 1.1262 -3.1955 -0.3346 0.0 0.0 0.0
H -2.9498 -2.6964 -1.5708 0.0 0.0 0.0
H -3.6310 -4.0714 -3.4996 0.0 0.0 0.0
H -1.9764 -4.6691 -5.2383 0.0 0.0 0.0
H 0.3653 -3.9162 -5.0221 0.0 0.0 0.0
H 1.0553 -2.5420 -3.1153 0.0 0.0 0.0
H 1.2855 -0.5400 -3.1251 0.0 0.0 0.0
H 2.7005 1.4482 -3.2580 0.0 0.0 0.0
H 2.9461 2.9543 -1.3165 0.0 0.0 0.0
H 1.7290 2.4565 0.7929 0.0 0.0 0.0
H 0.3013 0.4883 0.9453 0.0 -0.1 0.0
O -3.4250 -1.4627 0.6704 -0.1 0.3 -0.1
S -3.0785 -1.2865 2.1817 -0.2 0.0 0.2
O -4.0132 -0.2783 2.6567 -0.1 0.0 0.1
O -1.7366 -0.5040 1.9827 -0.2 0.2 -0.1
O -2.9040 -2.5067 2.8633 0.0 0.0 0.0
```
Forces are in eV/Å.

Summary:
DFT total energy   -3122.081153 hartree
Energy above the lowest of the compared OMol25 structures with the same formula, charge and spin   0.0 kcal/mol
Net charge   +2
Gap between HOMO and LUMO   5.89 eV
Highest occupied orbital energy   -12.30 eV
Strongest force on any atom   0.77 eV/A